Entry 1:
27
Properties=species:S:1:pos:R:3:forces:R:3 method="wB97M-V/def2-TZVPD" charge=+1 lumo_ev="-4.42 / -3.70" total_energy_ev=-14488.3222 fmax_ev_per_a=3.919 e_homo_ev="-10.414 / -11.623"
C -2.311 -0.684 1.039 0.124 -0.378 1.611
C 2.715 0.325 0.573 -0.142 0.956 1.016
C 2.533 1.320 -0.586 1.009 -1.460 -1.757
C -0.360 -1.915 0.795 1.880 0.027 0.053
C -0.414 -0.152 -3.153 -1.142 -1.855 -0.795
C -1.840 0.376 1.862 -1.219 -1.133 -1.647
C 1.305 0.600 0.029 0.680 2.254 0.176
C 0.453 -0.204 -0.907 1.389 -3.134 1.328
N -1.741 -1.836 0.742 -1.223 0.866 -0.057
N -2.614 1.382 2.234 -3.496 0.188 -1.760
N 0.455 0.167 -2.195 -0.505 1.420 1.587
N 0.083 -1.480 -0.575 0.042 1.486 -1.034
H -3.368 -0.750 0.893 -0.823 0.554 -0.360
H 3.172 -0.681 0.612 -0.274 0.782 -0.772
H 2.936 0.908 1.545 -0.542 -1.242 -1.559
H 2.740 2.360 -0.340 -0.335 -0.267 -0.005
H 2.861 1.093 -1.709 -0.584 0.092 2.743
H 0.220 -1.406 1.630 -0.599 0.009 -1.165
H -0.067 -2.947 0.855 0.183 -0.513 0.058
H -1.160 -0.994 -2.944 1.195 1.556 -0.663
H -0.185 0.290 -4.120 -0.532 -0.335 0.155
H -0.902 0.360 2.232 3.064 -0.090 1.139
H 0.815 1.370 0.647 -0.475 -0.869 -0.316
H -2.386 2.229 2.766 -0.115 -0.925 -0.584
H 0.945 1.052 -2.259 0.194 -0.034 -0.580
H -0.345 -2.047 -1.345 0.468 0.700 1.219
H -3.539 1.264 1.677 1.776 1.346 1.971


Entry 2:
11
Properties=species:S:1:pos:R:3:forces:R:3 method="wB97M-V/def2-TZVPD" lumo_ev=-2.77 total_energy_ev=-24173.1747 fmax_ev_per_a=3.504 e_homo_ev=-6.591
C 0.253 -0.043 -0.647 -0.977 -1.290 -0.911
C -0.832 -0.349 0.387 0.150 -0.126 -0.016
C 0.560 1.677 0.837 -0.625 -1.648 -2.043
O 1.073 1.019 -0.185 -0.103 2.309 2.633
S -0.947 1.163 1.417 1.165 0.196 -0.322
I 0.475 -3.637 -1.513 -0.098 0.476 0.249
H 0.880 -0.925 -0.818 -0.067 -0.089 -0.022
H -0.174 0.263 -1.610 0.193 0.056 0.232
H -1.799 -0.552 -0.062 0.024 0.014 -0.043
H -0.559 -1.179 1.034 0.005 -0.076 0.027
H 1.070 2.564 1.160 0.333 0.178 0.214


Entry 3:
83
Properties=species:S:1:pos:R:3:forces:R:3 method="wB97M-V/def2-TZVPD" charge=+2 lumo_ev="-6.23 / -8.91" total_energy_ev=-103004.0622 s2=0.7549 spin_multiplicity=2 fmax_ev_per_a=2.351 e_homo_ev="-14.425 / -14.412"
Zr 0.265 0.318 -0.929 1.297 0.331 1.933
F -0.765 -0.932 -2.449 -0.149 -0.192 -0.491
P 0.699 -1.587 -3.082 -0.027 -0.165 -0.079
F 2.160 -1.973 -3.390 0.054 0.001 -0.012
F 1.187 0.064 -2.851 0.111 -0.330 -0.676
F 0.117 -3.013 -3.006 -0.036 0.004 0.017
F 1.056 -1.651 -1.366 0.096 -0.381 -0.504
F 0.255 -1.252 -4.521 -0.015 0.012 -0.014
C -3.537 -1.931 1.206 0.092 0.026 -0.047
C -2.410 -1.266 0.574 -0.183 -0.076 0.042
N -1.524 -0.741 0.073 -0.033 0.072 -0.026
H -3.350 -2.034 2.274 0.023 0.017 0.008
H -3.671 -2.918 0.763 0.016 -0.004 -0.024
H -4.438 -1.339 1.050 0.000 0.021 -0.013
S 2.889 0.918 -0.597 -0.276 -0.323 -0.103
P 2.988 -0.296 0.993 0.708 0.283 -0.143
S 1.144 -0.998 1.609 -0.045 0.061 -0.244
C 3.859 0.449 2.356 -0.099 -0.084 0.149
C 3.214 0.816 3.533 0.003 0.048 -0.005
C 3.951 1.379 4.565 -0.002 0.005 -0.023
C 5.317 1.566 4.417 0.009 0.001 -0.015
C 5.958 1.202 3.237 -0.001 0.012 -0.003
C 5.233 0.643 2.200 -0.011 0.021 0.003
C 3.780 -1.847 0.579 -0.094 -0.126 0.185
C 4.383 -2.041 -0.662 -0.076 -0.111 -0.018
C 5.070 -3.221 -0.895 -0.020 0.002 -0.013
C 5.131 -4.203 0.088 -0.002 0.013 -0.005
C 4.515 -4.015 1.320 -0.013 -0.001 -0.013
C 3.840 -2.835 1.575 0.061 0.022 -0.029
H 2.148 0.668 3.651 0.002 -0.021 0.007
H 3.459 1.662 5.486 0.001 -0.003 -0.001
H 5.891 1.994 5.228 0.001 0.003 -0.004
H 7.024 1.349 3.129 -0.003 0.005 0.003
H 5.733 0.356 1.281 0.003 -0.019 0.021
H 4.324 -1.279 -1.427 0.006 0.015 0.014
H 5.561 -3.375 -1.846 0.003 -0.007 0.007
H 5.670 -5.121 -0.106 -0.003 0.001 -0.002
H 4.570 -4.781 2.081 0.003 -0.005 -0.005
H 3.388 -2.672 2.546 0.024 0.024 0.004
C -1.739 1.937 -3.325 -0.079 -0.079 0.029
C -0.586 2.841 -2.921 0.196 0.216 -0.185
C 0.542 2.858 -3.939 0.037 0.015 -0.010
C -1.045 4.259 -2.637 0.063 0.036 0.148
O 0.023 2.287 -1.633 -0.619 0.154 0.106
Si -0.449 2.812 -0.018 -0.602 0.100 -0.286
O 0.308 1.521 0.628 -0.709 0.087 0.167
O -0.104 4.282 0.432 0.297 0.098 0.084
C 1.145 4.973 0.816 -0.019 -0.059 0.014
C 2.005 5.106 -0.427 -0.009 -0.027 -0.040
C 1.842 4.152 1.888 0.000 -0.017 0.009
C 0.702 6.322 1.341 -0.015 0.031 0.006
O -2.032 2.479 -0.125 0.018 0.335 0.127
C -3.150 2.884 0.733 0.044 0.008 0.035
C -2.800 2.530 2.169 0.072 -0.032 0.011
C -4.342 2.091 0.236 -0.051 -0.042 -0.045
C -3.394 4.375 0.573 -0.012 0.001 -0.020
H -2.460 2.512 -3.905 0.021 -0.034 -0.063
H -2.274 1.561 -2.450 -0.025 0.075 -0.018
H -1.408 1.107 -3.948 0.011 -0.048 0.057
H 0.286 3.552 -4.739 -0.015 -0.043 -0.019
H 0.715 1.883 -4.388 0.027 -0.028 0.032
H 1.466 3.208 -3.478 -0.014 0.060 -0.012
H -1.506 4.654 -3.542 0.023 0.001 -0.005
H -0.202 4.898 -2.377 -0.042 -0.018 -0.010
H -1.787 4.302 -1.840 -0.032 0.001 -0.042
H 2.228 4.123 -0.853 0.014 0.015 0.014
H 2.951 5.582 -0.171 -0.002 0.005 -0.011
H 1.510 5.720 -1.181 0.019 -0.002 0.017
H 2.140 3.173 1.507 0.015 0.025 -0.008
H 1.190 4.014 2.752 0.000 0.000 -0.007
H 2.741 4.674 2.218 -0.015 0.001 0.010
H 0.098 6.840 0.596 0.018 0.009 -0.003
H 1.573 6.937 1.566 -0.006 -0.003 0.015
H 0.114 6.209 2.252 -0.005 0.002 -0.009
H -2.480 1.487 2.239 -0.048 0.001 0.009
H -3.661 2.675 2.821 0.010 0.018 0.005
H -1.990 3.163 2.540 -0.001 -0.005 -0.004
H -4.142 1.018 0.284 0.007 0.015 0.023
H -4.572 2.351 -0.798 0.006 -0.011 0.001
H -5.219 2.309 0.845 -0.001 -0.010 -0.009
H -2.518 4.953 0.865 0.003 -0.003 0.008
H -4.229 4.679 1.205 0.004 -0.001 -0.007
H -3.650 4.615 -0.459 -0.011 0.005 0.005


Entry 4:
16
Properties=species:S:1:pos:R:3:forces:R:3 method="wB97M-V/def2-TZVPD" lumo_ev=0.94 total_energy_ev=-9772.9543 fmax_ev_per_a=2.110 e_homo_ev=-8.852
C -0.266 0.761 -1.588 -0.643 -0.351 0.299
C 0.578 0.144 -0.763 -2.064 0.308 -0.312
N 1.964 0.376 -0.851 0.938 -0.338 -0.097
C 0.141 -0.798 0.391 0.046 0.203 -0.078
O 0.849 -0.411 1.568 0.467 0.515 -0.403
N -1.285 -0.937 0.716 0.288 0.699 -0.109
N -1.896 0.346 1.070 0.552 -0.108 0.121
H -1.342 0.615 -1.509 0.334 0.107 0.181
H 0.068 1.440 -2.368 0.165 -0.169 0.060
H 2.150 1.184 -1.446 -0.106 -0.251 0.295
H 2.399 -0.424 -1.316 0.151 0.183 0.359
H 0.506 -1.799 0.131 -0.355 -0.188 -0.066
H 1.642 0.036 1.211 -0.157 -0.093 0.507
H -1.292 -1.561 1.529 0.002 0.207 -0.266
H -1.366 0.807 1.816 -0.094 -0.340 -0.162
H -2.851 0.219 1.410 0.476 -0.385 -0.331


Entry 5:
13
Properties=species:S:1:pos:R:3:forces:R:3 method="wB97M-V/def2-TZVPD" charge=+1 lumo_ev="-5.36 / -8.18" total_energy_ev=-28965.2061 s2=0.7545 spin_multiplicity=2 fmax_ev_per_a=3.374 e_homo_ev="-14.398 / -14.396"
C 0.738 -0.245 -0.478 -0.563 0.930 -0.916
C 0.832 -1.568 0.228 -1.110 -0.808 0.456
O 2.008 -2.168 0.070 -0.146 -2.408 1.980
O -0.121 -2.016 0.832 0.892 0.226 -0.214
C -0.153 0.732 0.306 0.842 1.092 1.284
S -0.927 2.038 -0.702 -1.672 -0.876 0.669
S -2.776 2.067 0.221 1.243 0.235 -1.625
H 0.267 -0.370 -1.476 0.653 -0.398 0.390
H 1.714 0.228 -0.561 0.076 -0.294 -0.421
H 2.007 -3.053 0.665 -0.122 2.733 -1.975
H -0.909 0.263 1.000 0.961 0.458 -0.783
H 0.587 1.425 0.801 -0.883 -0.946 0.523
H -3.268 2.666 -0.906 -0.170 0.056 0.633


Entry 6:
50
Properties=species:S:1:pos:R:3:forces:R:3 method="wB97M-V/def2-TZVPD" charge=-1 lumo_ev=2.35 total_energy_ev=-173823.8640 fmax_ev_per_a=1.200 e_homo_ev=-2.161
Rh 0.042 0.965 -2.101 -1.010 0.249 0.598
Se 2.438 0.446 -1.865 0.431 0.197 -0.139
Te 3.548 2.073 -0.220 -0.152 -0.174 -0.014
Te 0.577 3.281 -3.146 0.109 -0.024 0.109
Se 0.215 1.261 -4.537 0.105 -0.039 -0.331
C -3.765 2.796 -2.190 0.096 0.023 -0.020
O -2.471 2.322 -1.797 0.086 -0.159 0.018
C -1.899 1.293 -2.375 0.205 0.074 -0.020
C -2.769 0.511 -3.312 0.118 0.019 0.020
H -3.937 3.679 -1.581 -0.050 0.001 -0.025
H -4.536 2.049 -2.004 -0.015 0.054 -0.005
H -3.738 3.071 -3.245 -0.092 -0.002 0.039
H -2.902 1.101 -4.225 -0.033 -0.062 0.050
H -3.750 0.297 -2.881 -0.020 -0.021 0.025
H -2.264 -0.412 -3.583 -0.002 0.021 -0.008
O -0.371 -1.294 -2.117 0.162 -0.197 0.043
C -0.302 -2.153 -1.254 -0.034 0.104 0.016
C -0.355 -1.891 0.223 -0.031 -0.108 -0.021
C 1.102 -1.904 0.740 -0.039 0.097 -0.033
C 1.959 -3.121 0.354 -0.009 -0.037 0.022
C 2.410 -3.149 -1.116 0.040 -0.035 -0.064
C 1.348 -3.646 -2.118 0.036 -0.063 -0.043
N -0.017 -3.471 -1.588 -0.144 0.014 0.046
H -0.943 -2.682 0.704 0.029 0.005 0.010
H -0.814 -0.925 0.418 -0.011 -0.005 0.004
H 1.066 -1.822 1.829 -0.005 -0.019 0.004
H 1.596 -1.007 0.349 0.016 -0.019 0.073
H 1.458 -4.058 0.636 -0.004 -0.027 0.034
H 2.860 -3.078 0.971 0.004 0.028 -0.025
H 3.299 -3.778 -1.210 0.006 -0.013 -0.002
H 2.706 -2.132 -1.387 -0.006 -0.035 0.024
H 1.463 -4.710 -2.333 0.011 0.021 -0.005
H 1.418 -3.105 -3.060 0.018 0.018 0.003
H -0.123 -4.057 -0.771 0.017 0.034 0.005
N -0.050 1.284 0.040 0.267 -0.073 -0.261
C 0.324 1.734 1.037 -0.094 0.208 -0.365
N 0.515 2.345 2.198 0.129 -0.078 0.169
C 1.700 2.026 3.008 0.009 0.179 -0.041
C 1.374 0.894 3.956 0.086 -0.058 -0.010
O 0.233 1.188 4.760 -0.009 0.015 0.040
C -0.905 1.415 3.955 -0.089 0.004 -0.002
C -0.681 2.582 3.005 -0.056 0.014 0.005
H 1.957 2.933 3.562 -0.042 -0.042 0.045
H 2.524 1.805 2.318 -0.077 -0.118 0.051
H 2.200 0.714 4.644 -0.007 0.005 -0.006
H 1.185 -0.027 3.387 0.031 0.025 -0.016
H -1.738 1.616 4.632 0.023 0.005 -0.023
H -1.138 0.511 3.371 0.008 0.023 -0.002
H -0.515 3.501 3.574 -0.014 -0.022 0.016
H -1.536 2.727 2.344 0.004 -0.006 0.014


Looking at relative energy (zero: lowest compared OMol25 entry of this formula, charge and spin) for the records above, in order, we have 412.2 182.6 82.1 249.4 6.9 57.7 kJ/mol.